C2H6BClO2 as an isolated structure. Source: the Open Molecules 2025 dataset; level of theory: ωB97M-V/def2-TZVPD.

Geometry as XYZ:
```
12
C2H6BClO2 | the Open Molecules 2025 dataset | ωB97M-V/def2-TZVPD
B -0.25646 0.98042 0.05123
C 0.08424 -1.63689 -0.14174
C 0.61155 -0.31950 0.38211
O 0.24057 2.18936 0.36406
O -1.41676 0.76717 -0.60840
Cl 2.27119 -0.06341 -0.19018
H -0.85970 -1.86332 0.35030
H 0.79193 -2.44332 0.05060
H -0.09328 -1.57045 -1.21281
H 0.78937 -0.53722 1.77580
H -0.23687 2.96594 0.06492
H -1.92576 1.53122 -0.88588
```

Computed properties:
lowest unoccupied orbital energy: 0.1 eV
energy above the lowest of the compared OMol25 structures with the same formula, charge and spin: 45.43 kJ/mol
M: 108.33 g/mol
E_HOMO: -9.91 eV
frontier orbital gap: 0.36965 Eh